A molecular structure, C94H186F24N14O23S8. Source: the OMol25 dataset; level of theory: ωB97M-V/def2-TZVPD.

Geometry as XYZ:
```
349
Properties=species:S:1:pos:R:3:lowdin_charge:R:1
C -2.248 -4.870 0.189 -0.099
C -0.953 -4.384 0.809 -0.257
C -0.271 -5.592 1.417 -0.229
C 0.895 -5.149 2.223 -0.111
N 1.925 -6.258 2.505 -0.215
C 1.303 -7.377 3.312 -0.092
C 2.506 -8.100 3.977 -0.109
C 3.638 -6.967 4.058 -0.102
C 3.042 -5.761 3.324 -0.139
C 2.508 -6.875 1.160 -0.091
C 2.925 -5.887 0.098 -0.231
C 3.841 -6.587 -0.907 -0.087
H -2.203 -5.779 -0.404 0.076
H -2.593 -4.040 -0.497 0.089
H -2.998 -4.899 0.941 0.062
H -1.010 -3.631 1.607 0.100
H -0.241 -3.878 0.120 0.121
H 0.137 -6.261 0.594 0.119
H -1.031 -6.269 1.858 0.133
H 0.582 -4.823 3.210 0.128
H 1.423 -4.381 1.627 0.143
H 0.634 -7.996 2.686 0.142
H 0.783 -6.866 4.103 0.132
H 2.764 -9.012 3.427 0.111
H 2.218 -8.504 4.964 0.123
H 4.582 -7.363 3.629 0.122
H 3.792 -6.731 5.108 0.114
H 3.698 -5.117 2.709 0.136
H 2.774 -5.077 4.129 0.127
H 1.668 -7.534 0.822 0.135
H 3.345 -7.543 1.497 0.149
H 3.456 -5.044 0.515 0.101
H 2.004 -5.517 -0.501 0.142
H 3.386 -7.551 -1.196 0.094
H 4.829 -6.875 -0.509 0.095
H 3.971 -6.052 -1.801 0.028
C -8.539 5.335 1.312 -0.085
C -8.015 4.021 0.689 -0.245
C -9.076 2.982 0.330 -0.197
C -9.801 3.507 -0.839 -0.170
N -10.793 2.632 -1.513 -0.222
C -11.479 3.364 -2.614 -0.106
C -12.825 2.693 -2.780 -0.119
C -13.154 2.461 -1.296 -0.131
C -11.862 2.195 -0.571 -0.097
C -10.202 1.330 -2.081 -0.119
C -8.973 1.464 -2.889 -0.255
C -8.452 0.216 -3.620 -0.072
H -7.653 5.840 1.811 0.096
H -9.310 5.185 2.079 0.078
H -9.127 5.978 0.634 0.072
H -7.358 3.518 1.356 0.079
H -7.297 4.091 -0.172 0.132
H -9.769 2.788 1.153 0.127
H -8.618 2.052 -0.029 0.112
H -9.082 3.752 -1.607 0.132
H -10.359 4.452 -0.622 0.154
H -10.818 3.507 -3.489 0.147
H -11.649 4.364 -2.167 0.147
H -12.717 1.805 -3.391 0.116
H -13.589 3.382 -3.101 0.129
H -13.939 1.702 -1.188 0.140
H -13.614 3.375 -0.984 0.117
H -11.758 1.143 -0.315 0.138
H -11.840 2.753 0.340 0.129
H -11.007 0.812 -2.592 0.139
H -10.051 0.747 -1.136 0.143
H -8.174 1.859 -2.265 0.106
H -9.115 2.245 -3.647 0.116
H -7.537 0.427 -4.209 0.086
H -9.260 -0.115 -4.310 0.092
H -8.192 -0.520 -2.827 0.088
C 7.328 -5.017 2.288 -0.086
C 8.371 -4.912 1.152 -0.214
C 8.528 -3.526 0.457 -0.175
C 9.437 -2.753 1.366 -0.130
N 9.612 -1.287 0.955 -0.179
C 10.505 -0.637 2.039 -0.058
C 10.015 0.812 2.062 -0.141
C 8.493 0.798 1.787 -0.115
C 8.214 -0.600 1.179 -0.058
C 10.018 -1.132 -0.449 -0.139
C 10.372 0.278 -0.949 -0.207
C 9.949 0.353 -2.413 -0.078
H 6.461 -5.580 1.915 0.052
H 6.982 -4.055 2.689 0.059
H 7.834 -5.522 3.142 0.093
H 8.076 -5.724 0.494 0.102
H 9.348 -5.166 1.467 0.092
H 7.594 -3.003 0.373 0.100
H 8.941 -3.605 -0.555 0.116
H 10.414 -3.175 1.443 0.142
H 8.892 -2.735 2.331 0.110
H 11.530 -0.704 1.668 0.146
H 10.342 -1.155 2.973 0.090
H 10.657 1.444 1.435 0.111
H 10.182 1.162 3.090 0.124
H 8.323 1.631 1.148 0.087
H 7.886 0.909 2.647 0.099
H 7.620 -0.598 0.278 0.118
H 7.652 -1.232 1.842 0.100
H 9.053 -1.320 -1.062 0.137
H 10.746 -1.864 -0.743 0.142
H 11.423 0.452 -0.780 0.120
H 9.703 0.990 -0.419 0.097
H 10.543 -0.264 -3.041 0.078
H 10.191 1.343 -2.736 0.071
H 8.889 0.125 -2.478 0.075
C 2.250 2.984 -2.675 -0.038
C 3.588 2.454 -2.972 -0.310
C 4.733 3.403 -2.495 -0.218
O 6.010 3.001 -2.870 -0.174
C 7.042 3.804 -2.291 -0.078
N 3.904 1.006 -2.576 0.244
H 3.428 0.755 -1.691 0.153
H 3.544 0.302 -3.299 0.117
H 4.894 0.900 -2.482 0.129
H 1.881 2.836 -1.661 0.077
H 1.543 2.473 -3.349 0.099
H 2.295 3.975 -3.025 0.077
H 3.718 2.497 -4.079 0.161
H 4.594 3.594 -1.437 0.133
H 4.505 4.364 -3.018 0.141
H 6.850 4.920 -2.250 0.112
H 7.949 3.747 -2.886 0.086
H 7.290 3.411 -1.289 0.088
C -2.033 10.078 4.311 -0.032
C -2.288 9.199 5.494 -0.336
C -2.879 7.842 5.215 -0.186
O -1.786 7.023 4.849 -0.222
C -2.148 5.752 4.263 -0.044
N -1.044 9.020 6.312 0.221
H -0.515 9.933 6.430 0.206
H -1.202 8.658 7.254 0.181
H -0.499 8.333 5.776 0.162
H -2.964 10.460 3.820 0.121
H -1.449 9.596 3.580 0.074
H -1.516 11.030 4.571 0.106
H -2.967 9.703 6.197 0.164
H -3.645 7.947 4.461 0.141
H -3.337 7.431 6.101 0.133
H -1.210 5.197 4.271 0.091
H -2.337 5.846 3.168 0.106
H -2.915 5.238 4.918 0.115
C -0.751 11.016 -7.044 -0.007
C -0.898 10.761 -5.549 -0.414
C -0.774 9.274 -5.100 -0.151
C 0.594 8.656 -5.214 -0.163
C 1.553 9.395 -4.239 -0.115
C 1.861 10.795 -4.755 -0.422
N 0.392 11.444 -4.900 0.026
O 0.298 12.598 -4.618 0.210
C 2.459 11.037 -6.142 0.006
C 2.614 11.633 -3.729 -0.024
C -2.140 11.411 -4.878 -0.005
H -0.683 12.112 -7.179 0.104
H -1.764 10.821 -7.520 0.134
H 0.078 10.625 -7.623 0.083
H -1.584 8.761 -5.672 0.146
H -1.235 9.258 -4.116 0.114
H 0.927 8.523 -6.277 0.133
H 0.531 7.673 -4.784 0.107
H 2.502 8.906 -4.003 0.133
H 1.011 9.437 -3.229 0.154
H 2.006 11.965 -6.519 0.105
H 2.479 10.202 -6.854 0.098
H 3.502 11.366 -5.986 0.109
H 2.721 12.692 -4.013 0.105
H 3.635 11.280 -3.608 0.110
H 1.977 11.640 -2.815 0.108
H -2.126 12.470 -5.162 0.094
H -1.937 11.328 -3.786 0.101
H -3.112 10.925 -5.126 0.121
C -2.326 -0.277 -10.741 -0.016
C -1.346 -0.817 -9.784 -0.415
C 0.144 -0.574 -10.224 -0.098
C 0.493 0.879 -10.155 -0.165
C 0.452 1.312 -8.728 -0.148
C -0.918 1.350 -8.151 -0.409
N -1.664 -0.065 -8.412 -0.008
O -2.386 -0.473 -7.681 0.263
C -1.897 2.442 -8.776 0.027
C -0.842 1.448 -6.678 -0.033
C -1.649 -2.293 -9.491 -0.011
H -2.090 -0.758 -11.695 0.128
H -2.290 0.767 -10.869 0.064
H -3.348 -0.598 -10.593 0.105
H 0.206 -1.182 -11.145 0.147
H 0.740 -1.193 -9.534 0.124
H -0.052 1.520 -10.887 0.133
H 1.523 1.051 -10.492 0.137
H 0.848 2.319 -8.631 0.149
H 1.054 0.777 -8.039 0.103
H -1.655 2.621 -9.867 0.101
H -1.745 3.335 -8.210 0.078
H -2.942 2.093 -8.554 0.109
H -0.386 0.548 -6.269 0.085
H -1.801 1.564 -6.158 0.103
H -0.102 2.225 -6.457 0.118
H -2.737 -2.429 -9.414 0.092
H -1.324 -2.559 -8.486 0.077
H -1.246 -2.967 -10.273 0.122
C -3.430 -11.910 -8.420 0.000
C -3.047 -10.808 -7.406 -0.456
C -3.268 -9.444 -8.135 -0.104
C -3.375 -8.289 -7.095 -0.195
C -4.556 -8.394 -6.208 -0.162
C -4.561 -9.671 -5.294 -0.438
N -4.082 -10.868 -6.252 0.006
O -4.342 -11.891 -5.878 0.256
C -6.000 -9.936 -4.825 -0.010
C -3.606 -9.663 -4.131 -0.014
C -1.683 -11.013 -6.816 0.000
H -3.458 -12.871 -7.889 0.098
H -2.636 -11.890 -9.258 0.146
H -4.393 -11.687 -8.855 0.089
H -4.211 -9.479 -8.714 0.133
H -2.424 -9.398 -8.825 0.132
H -3.611 -7.410 -7.751 0.133
H -2.431 -8.132 -6.503 0.132
H -5.490 -8.331 -6.806 0.137
H -4.540 -7.497 -5.543 0.139
H -5.921 -10.865 -4.193 0.109
H -6.736 -10.050 -5.681 0.121
H -6.209 -8.949 -4.349 0.114
H -3.877 -8.797 -3.459 0.127
H -2.548 -9.585 -4.386 0.079
H -3.747 -10.640 -3.598 0.115
H -1.255 -10.280 -6.131 0.085
H -1.071 -11.095 -7.707 0.111
H -1.685 -11.898 -6.162 0.114
C 3.006 1.980 7.123 -0.035
C 3.382 1.737 8.539 -0.367
C 2.415 2.461 9.537 -0.113
C 2.705 2.126 10.956 -0.195
C 2.363 0.713 11.216 -0.087
C 3.164 -0.378 10.266 -0.334
N 2.952 0.229 8.876 0.006
O 2.269 -0.307 8.077 0.184
C 2.367 -1.730 10.345 0.003
C 4.690 -0.577 10.572 0.023
C 4.935 2.063 8.721 0.014
H 3.707 1.480 6.480 0.082
H 3.125 3.056 6.887 0.115
H 2.005 1.616 6.844 0.087
H 1.503 1.998 9.177 0.121
H 2.401 3.501 9.267 0.128
H 2.185 2.797 11.653 0.137
H 3.741 2.320 11.214 0.116
H 1.276 0.510 11.057 0.136
H 2.507 0.435 12.236 0.120
H 1.271 -1.647 10.139 0.080
H 2.567 -2.098 11.312 0.084
H 2.801 -2.353 9.568 0.092
H 5.147 -1.351 9.946 0.098
H 4.634 -0.946 11.571 0.084
H 5.282 0.354 10.581 0.076
H 5.283 2.089 9.745 0.061
H 5.010 3.092 8.390 0.090
H 5.523 1.472 8.036 0.071
C -5.942 -1.855 5.896 0.008
C -6.568 -0.533 5.418 -0.317
C -6.071 0.823 5.923 -0.153
C -4.660 1.022 5.502 -0.173
C -4.585 1.224 3.955 -0.099
C -5.023 -0.001 3.156 -0.442
N -6.342 -0.362 3.763 0.034
O -7.207 -0.864 3.093 0.176
C -4.106 -1.252 3.307 0.029
C -5.213 0.228 1.682 -0.017
C -8.187 -0.602 5.542 -0.005
H -6.406 -2.688 5.359 0.104
H -6.212 -1.862 6.944 0.109
H -4.856 -1.848 5.932 0.065
H -6.249 1.034 6.955 0.131
H -6.697 1.603 5.368 0.141
H -4.063 0.247 6.011 0.073
H -4.316 1.993 5.890 0.130
H -3.543 1.408 3.650 0.113
H -5.052 2.167 3.624 0.130
H -4.634 -2.200 3.280 0.104
H -3.363 -1.165 4.084 0.058
H -3.510 -1.232 2.409 0.089
H -4.435 0.877 1.301 0.084
H -6.245 0.695 1.457 0.109
H -5.073 -0.722 1.126 0.101
H -8.560 0.377 5.301 0.066
H -8.426 -0.700 6.630 0.114
H -8.620 -1.399 4.932 0.081
C 1.691 -2.445 -6.067 -0.597
F 2.334 -3.566 -6.400 0.145
F 0.919 -2.016 -7.117 0.080
F 1.028 -2.645 -4.902 0.114
S 3.039 -1.139 -5.819 0.588
O 3.932 -1.486 -6.869 -0.267
O 2.419 0.173 -5.786 -0.331
N 3.703 -1.364 -4.342 -0.334
S 5.005 -2.425 -4.026 0.647
O 5.155 -3.513 -4.955 -0.255
O 6.040 -1.617 -3.502 -0.273
C 4.187 -3.329 -2.618 -0.615
F 5.069 -4.104 -1.986 0.120
F 3.690 -2.448 -1.697 0.082
F 3.188 -4.177 -3.018 0.100
C -2.189 1.035 -2.271 -0.685
F -3.183 1.130 -3.214 0.088
F -2.742 0.042 -1.446 0.055
F -1.126 0.564 -2.739 0.202
S -1.885 2.552 -1.362 0.502
O -1.566 3.485 -2.361 -0.271
O -3.031 2.727 -0.533 -0.291
N -0.580 2.227 -0.547 -0.307
S -0.430 1.893 1.054 0.621
O 0.231 2.964 1.724 -0.276
O -1.580 1.310 1.686 -0.304
C 0.808 0.439 0.727 -0.613
F 1.391 -0.038 1.892 0.095
F 0.297 -0.595 0.115 0.160
F 1.749 0.994 -0.046 0.083
C -0.560 -2.028 4.509 -0.691
F -1.719 -2.674 4.708 0.123
F 0.405 -2.790 4.944 0.143
F -0.288 -1.934 3.185 0.103
S -0.478 -0.455 5.382 0.561
O 0.849 -0.014 5.015 -0.272
O -1.619 0.321 4.999 -0.279
N -0.443 -0.838 6.902 -0.289
S -1.676 -0.755 7.931 0.671
O -1.380 0.324 8.848 -0.280
O -2.971 -0.865 7.225 -0.341
C -1.581 -2.383 8.731 -0.738
F -1.473 -3.347 7.821 0.145
F -0.502 -2.459 9.542 0.111
F -2.627 -2.625 9.400 0.221
C 9.949 -1.267 6.080 -0.696
F 10.417 -2.053 7.028 0.159
F 9.721 -0.112 6.541 0.218
F 10.955 -1.160 5.169 0.116
S 8.394 -2.113 5.369 0.636
O 8.296 -1.445 4.099 -0.333
O 8.537 -3.546 5.364 -0.264
N 7.236 -1.601 6.332 -0.289
S 5.769 -1.270 5.994 0.561
O 5.072 -0.737 7.139 -0.307
O 5.579 -0.612 4.736 -0.291
C 4.769 -2.866 5.841 -0.671
F 4.964 -3.599 6.941 0.130
F 3.507 -2.711 5.667 0.177
F 5.143 -3.636 4.773 0.079
```

Summary:
Charge: +6
HOMO level in eV: -16.40
Calculated total energy in eV: -320277.04276
LUMO energy in eV: -10.4
Orbital gap in eV: 5.98



A molecular structure, C4H12Cu4O12S2. Source: the OMol25 dataset; level of theory: ωB97M-V/def2-TZVPD.

Geometry as XYZ:
```
34
Properties=species:S:1:pos:R:3:lowdin_charge:R:1
Cu 2.208 -1.005 2.051 1.084
Cu -0.950 -4.752 1.295 1.196
Cu -2.943 0.048 -1.315 1.146
Cu 1.376 -3.149 -2.432 0.715
S -0.364 -1.601 0.067 0.449
O -1.552 -0.712 -0.111 -0.320
O 0.417 -1.037 1.211 -0.332
O -0.889 -2.927 0.501 -0.331
O 0.450 -1.721 -1.139 -0.296
S 2.161 -4.187 0.804 0.481
O 3.314 -5.051 1.217 0.117
O 2.073 -3.921 -0.607 -0.212
O 0.922 -4.878 1.297 -0.280
O 2.369 -2.936 1.542 -0.253
C -1.681 2.692 -2.401 -0.111
C -1.456 1.602 -3.443 -0.098
O -1.322 0.326 -2.745 -0.069
O -2.609 2.126 -1.401 -0.098
H -2.143 3.575 -2.855 0.160
H -0.776 3.077 -1.916 0.142
H -0.565 1.800 -4.030 0.162
H -2.384 1.530 -4.007 0.150
H -0.387 0.184 -2.528 0.113
H -2.817 2.818 -0.753 0.148
C 1.432 2.006 2.523 -0.091
C 0.022 2.135 2.060 -0.229
O -0.822 1.190 2.691 -0.028
O 2.258 0.957 1.839 -0.096
H 1.449 1.756 3.591 0.153
H 2.059 2.904 2.570 0.161
H -0.065 2.147 0.965 0.123
H -0.321 3.126 2.384 0.152
H -1.145 0.569 2.029 0.049
H 2.681 1.312 1.044 0.144
```

Summary:
Charge: +4
HOMO level (alpha / beta) in eV: -21.49 / -21.48
Calculated total energy in eV: -229089.58225
LUMO energy (alpha / beta) in eV: -14.0 / -17.3
Relative energy (zero: lowest compared OMol25 entry of this formula, charge and spin) in kJ/mol: 0.0
Orbital gap (alpha / beta) in eV: 7.44 / 4.20
Spin multiplicity: 5



A molecular structure, C38H55EuN4O7PS3Se. Source: the OMol25 dataset; level of theory: ωB97M-V/def2-TZVPD.

Geometry as XYZ:
```
110
Properties=species:S:1:pos:R:3:lowdin_charge:R:1
Eu 0.155 0.087 1.300 1.498
C -0.794 -2.340 4.307 -0.066
C -1.343 -2.181 2.894 -0.520
O -0.590 -2.017 1.845 -0.290
C -2.744 -2.237 2.858 -0.085
C -3.616 -1.829 1.762 -0.324
C -4.295 -2.668 0.750 -0.085
N -4.011 -0.547 1.599 0.000
N -3.856 0.369 2.490 0.013
C -2.872 1.304 2.375 -0.444
O -1.718 1.107 1.855 -0.274
C -3.162 2.567 3.069 -0.141
C -2.151 3.541 3.070 -0.053
C -2.256 4.655 3.841 -0.107
C -3.433 4.835 4.592 -0.126
C -4.511 3.962 4.444 -0.117
C -4.401 2.801 3.687 -0.035
H 0.179 -2.830 4.398 0.066
H -1.580 -2.942 4.812 0.056
H -0.770 -1.328 4.811 0.082
H -3.196 -2.700 3.735 0.066
H -5.367 -2.545 0.883 0.052
H -4.077 -3.732 0.851 0.065
H -4.028 -2.319 -0.269 0.071
H -1.237 3.292 2.604 0.080
H -1.449 5.350 3.931 0.083
H -3.488 5.618 5.299 0.065
H -5.392 4.142 5.071 0.089
H -5.221 2.124 3.506 0.096
C 3.433 1.746 5.734 -0.016
O 2.128 1.236 5.217 -0.004
C 1.834 1.246 3.935 -0.590
O 0.881 0.585 3.538 -0.044
N 2.575 2.033 3.094 0.033
N 2.103 2.072 1.719 0.022
H 3.402 1.587 6.835 0.095
H 3.568 2.793 5.524 0.064
H 4.269 1.139 5.305 0.106
H 3.270 2.732 3.334 0.130
H 2.859 1.867 1.045 0.087
H 1.642 2.968 1.516 0.093
C -2.337 -4.360 -4.055 -0.554
C -1.096 -3.557 -3.994 -0.531
S -0.677 -3.509 -2.229 0.790
C 0.895 -4.445 -2.095 -0.510
C 0.883 -5.365 -0.932 -0.540
S -0.492 -6.555 -0.905 0.784
C -0.239 -7.348 -2.502 -0.542
C -1.420 -6.989 -3.362 -0.515
S -2.257 -5.515 -2.660 0.702
H -2.449 -4.898 -5.039 0.084
H -3.246 -3.772 -3.901 0.066
H -1.215 -2.511 -4.265 0.060
H -0.241 -3.969 -4.571 0.088
H 1.701 -3.721 -2.041 0.078
H 1.083 -4.959 -3.053 0.069
H 0.796 -4.802 0.023 0.094
H 1.830 -5.992 -0.822 0.095
H -0.173 -8.430 -2.310 0.063
H 0.771 -7.042 -2.882 0.085
H -2.170 -7.762 -3.362 0.045
H -1.176 -6.821 -4.409 0.071
C 3.388 0.296 -2.944 -0.155
C 3.906 -0.107 -1.711 -0.137
C 3.058 -0.197 -0.617 -0.241
C 1.678 0.032 -0.709 -0.289
C 1.222 0.342 -1.982 -0.221
C 2.013 0.490 -3.087 -0.157
H 4.053 0.430 -3.798 0.071
H 4.968 -0.363 -1.616 0.080
H 3.489 -0.488 0.387 -0.086
H 0.164 0.549 -2.071 0.044
H 1.597 0.742 -4.056 0.074
Se 3.916 -1.710 2.213 0.454
C 5.114 -2.875 1.361 -0.729
C 4.671 -4.196 1.126 -0.174
C 5.393 -5.010 0.296 -0.145
C 6.501 -4.527 -0.394 -0.141
C 6.858 -3.173 -0.270 -0.129
C 6.156 -2.384 0.599 -0.196
H 3.850 -4.614 1.677 0.077
H 5.136 -6.056 0.188 0.083
H 7.136 -5.173 -0.991 0.072
H 7.619 -2.710 -0.889 0.085
H 6.436 -1.364 0.645 0.073
C -2.379 7.262 -0.816 -0.105
C -3.086 5.970 -1.074 -0.291
O -2.289 4.964 -1.824 -0.354
P -1.217 3.929 -1.092 0.874
O 0.215 4.549 -1.471 -0.338
C 0.588 4.904 -2.794 -0.283
C 0.902 6.414 -2.776 -0.075
O -1.324 2.620 -2.109 -0.350
C -2.575 1.981 -2.542 -0.257
C -2.759 2.272 -4.019 -0.096
H -3.102 7.983 -0.402 0.080
H -1.910 7.634 -1.751 0.067
H -1.571 7.065 -0.113 0.074
H -4.001 6.107 -1.695 0.115
H -3.412 5.534 -0.102 0.113
H -0.175 4.672 -3.507 0.094
H 1.449 4.275 -3.057 0.122
H -0.018 7.022 -2.802 0.054
H 1.548 6.618 -3.648 0.068
H 1.520 6.758 -1.941 0.072
H -3.440 2.309 -1.954 0.114
H -2.441 0.890 -2.467 0.115
H -2.989 3.324 -4.145 0.058
H -3.545 1.712 -4.498 0.062
H -1.818 2.074 -4.558 0.082
```

Summary:
Charge: -2
HOMO level (alpha / beta) in eV: -0.06 / -0.95
Calculated total energy in eV: -187057.29996
LUMO energy (alpha / beta) in eV: 3.8 / 3.8
Orbital gap (alpha / beta) in eV: 3.82 / 4.71
Spin multiplicity: 8